1.
{
  "formula": "C2H5NO2",
  "method": "ωB97M-V/def2-TZVPD",
  "charge": 0,
  "lumo_energy_ev": 0.7,
  "homo_lumo_gap_ev": 10.76,
  "multiplicity": 1,
  "de_lowest_kcal_mol": 50.8,
  "smiles": "NC=O.C=O",
  "mol_weight_g_mol": 75.07,
  "e_homo_ev": -10.04,
  "symbols": ["H", "H", "N", "H", "O", "H", "C", "C", "H", "O"],
  "xyz": [[-1.239, -1.774, -1.932], [-0.335, -0.247, 1.168], [0.383, 0.432, 1.385], [1.612, 1.789, 0.626], [-0.025, 1.575, -0.600], [0.891, 0.603, 2.189], [0.728, 1.194, 0.278], [-0.898, -1.266, -0.946], [-1.612, -0.509, -0.469], [-0.097, -1.881, -0.308]],
  "forces_ev_per_angstrom": [[0.520, 1.478, 0.680], [0.229, -0.139, 1.256], [-1.078, 0.018, -4.333], [0.270, -0.309, -1.206], [0.907, -1.428, -0.381], [0.871, -0.496, 1.738], [-0.924, 2.537, 3.202], [-2.771, -1.795, -0.597], [1.079, -0.262, -0.851], [0.898, 0.396, 0.493]],
  "lowdin_charge": [0.11, 0.06, 0.12, 0.13, 0.00, 0.06, -0.39, -0.17, 0.10, -0.02]
}

=====

2.
{
  "formula": "C2H5NO2",
  "method": "ωB97M-V/def2-TZVPD",
  "charge": 0,
  "lumo_energy_ev": 0.8,
  "homo_lumo_gap_ev": 10.42,
  "multiplicity": 1,
  "de_lowest_kcal_mol": 52.3,
  "smiles": "NC=O.C=O",
  "mol_weight_g_mol": 75.07,
  "e_homo_ev": -9.59,
  "symbols": ["H", "H", "O", "C", "H", "O", "H", "C", "H", "N"],
  "xyz": [[0.417, 0.800, 0.846], [-0.986, -1.412, 0.478], [1.606, -0.824, 0.469], [1.213, 0.317, 0.195], [2.060, 0.565, -1.342], [-1.906, 0.190, 0.372], [-2.874, -1.735, 0.446], [-2.023, -1.023, 0.393], [1.031, 2.020, -1.073], [1.463, 1.103, -0.783]],
  "forces_ev_per_angstrom": [[0.731, -0.568, -0.006], [-0.608, -1.470, -0.185], [0.261, 1.524, -1.279], [-3.840, -1.270, 5.489], [1.301, 0.250, -2.237], [-2.438, -0.520, -0.293], [-0.309, 0.961, -0.237], [3.324, 1.011, 0.696], [0.697, -1.992, 0.886], [0.879, 2.074, -2.832]],
  "lowdin_charge": [0.12, 0.07, -0.02, -0.50, 0.09, -0.04, 0.09, -0.11, 0.16, 0.14]
}

=====

3.
{
  "formula": "C2H5NO2",
  "method": "ωB97M-V/def2-TZVPD",
  "charge": 0,
  "lumo_energy_ev": -3.9,
  "homo_lumo_gap_ev": 6.00,
  "multiplicity": 1,
  "de_lowest_kcal_mol": 168.8,
  "mol_weight_g_mol": 75.07,
  "e_homo_ev": -9.92,
  "symbols": ["N", "C", "C", "H", "H", "H", "O", "H", "O", "H"],
  "xyz": [[-0.441, -0.930, 0.905], [0.745, -0.803, 1.661], [-0.477, -0.191, -0.227], [-0.355, 1.967, -2.525], [-1.224, -0.569, -0.927], [0.759, -1.335, 2.617], [1.720, -0.181, 1.309], [-0.743, 0.919, -0.134], [-0.481, 1.218, -1.923], [0.498, -0.096, -0.755]],
  "forces_ev_per_angstrom": [[-0.569, 0.863, -0.582], [1.075, 0.381, 0.152], [0.485, -3.817, 0.370], [-0.145, 0.150, 0.104], [-0.360, 0.323, 0.329], [-0.363, -0.090, 0.000], [-0.297, -0.139, -0.032], [0.209, 1.225, -1.012], [-0.025, 0.423, 0.239], [-0.011, 0.681, 0.432]],
  "lowdin_charge": [0.13, -0.30, -0.21, -0.01, 0.11, 0.12, 0.08, 0.18, -0.22, 0.13]
}

=====

4.
{
  "formula": "C2H5NO2",
  "method": "ωB97M-V/def2-TZVPD",
  "charge": 0,
  "lumo_energy_ev": 0.5,
  "homo_lumo_gap_ev": 10.56,
  "multiplicity": 1,
  "de_lowest_kcal_mol": 41.6,
  "smiles": "O=CO.C=N",
  "mol_weight_g_mol": 75.07,
  "e_homo_ev": -10.04,
  "symbols": ["H", "H", "H", "C", "H", "O", "C", "H", "O", "N"],
  "xyz": [[-0.408, -1.626, 2.129], [2.239, -0.231, -2.386], [-0.793, 0.561, 2.163], [0.978, 1.099, -1.841], [0.303, 0.633, -2.582], [0.687, 1.956, -1.079], [-1.396, -1.199, 1.928], [-2.263, -1.848, 1.800], [2.241, 0.611, -1.910], [-1.587, 0.044, 1.777]],
  "forces_ev_per_angstrom": [[-0.247, -0.171, 0.422], [0.052, 0.219, -0.128], [0.248, 0.102, -0.844], [0.355, -0.305, -0.271], [-0.080, 0.079, 0.206], [-0.238, 0.297, 0.086], [-0.137, 0.425, -0.415], [0.325, -0.255, -0.330], [-0.090, -0.290, 0.126], [-0.188, -0.099, 1.148]],
  "lowdin_charge": [0.06, 0.10, 0.04, -0.40, 0.14, 0.09, -0.16, 0.05, 0.06, 0.01]
}

=====

5.
{
  "formula": "C2H5NO2S",
  "method": "ωB97M-V/def2-TZVPD",
  "charge": 0,
  "lumo_energy_ev": 0.6,
  "homo_lumo_gap_ev": 11.07,
  "multiplicity": 1,
  "de_lowest_kcal_mol": 81.6,
  "mol_weight_g_mol": 107.13,
  "e_homo_ev": -10.45,
  "symbols": ["H", "H", "C", "O", "C", "H", "S", "O", "N", "H", "H"],
  "xyz": [[1.357, 1.510, 1.152], [0.374, 1.842, -0.421], [-1.968, -0.406, -1.046], [2.471, -0.298, -0.570], [0.590, 1.248, 0.422], [0.388, -0.726, -1.592], [1.081, -0.484, -0.302], [0.525, -1.396, 0.655], [-2.197, -1.027, -0.073], [-2.367, -1.237, 0.826], [-0.254, 0.974, 0.949]],
  "forces_ev_per_angstrom": [[0.277, 0.115, -0.737], [0.073, 1.230, -0.600], [-0.565, -1.046, 1.245], [0.825, -0.944, -0.435], [1.219, -2.832, -1.050], [0.917, 0.601, 1.889], [-1.288, 2.766, 0.176], [0.464, -0.835, -0.119], [0.700, 2.206, -4.766], [-0.561, -1.138, 3.388], [-2.061, -0.124, 1.009]],
  "lowdin_charge": [0.07, 0.04, -0.03, -0.39, -0.10, 0.08, 0.63, -0.41, 0.09, 0.03, -0.01]
}

=====

6.
{
  "formula": "C2H5NO2S",
  "method": "ωB97M-V/def2-TZVPD",
  "charge": 0,
  "lumo_energy_ev": 0.4,
  "homo_lumo_gap_ev": 8.93,
  "multiplicity": 1,
  "de_lowest_kcal_mol": 89.0,
  "mol_weight_g_mol": 107.13,
  "e_homo_ev": -8.53,
  "symbols": ["C", "S", "O", "H", "H", "H", "N", "H", "O", "H", "C"],
  "xyz": [[-1.215, 0.635, -0.446], [-1.761, -0.639, 0.765], [2.291, -0.820, 1.077], [0.616, -1.226, 0.319], [-2.377, -1.375, -0.150], [-1.650, 1.619, -0.221], [1.389, -0.655, 0.006], [3.097, -0.475, 0.727], [0.812, 1.826, 0.256], [-1.344, 0.256, -1.518], [0.259, 0.841, -0.092]],
  "forces_ev_per_angstrom": [[1.013, -0.592, -0.493], [-0.380, 0.365, -0.256], [-1.253, 0.879, 0.385], [0.094, -0.734, -0.132], [-0.221, -0.302, -0.073], [-0.218, -0.467, -0.488], [-2.795, 1.106, -1.240], [0.907, 0.367, -0.327], [-0.919, 0.238, -0.491], [0.126, 0.750, 1.623], [3.646, -1.609, 1.491]],
  "lowdin_charge": [-0.44, 0.75, -0.09, -0.01, -0.14, 0.08, -0.06, 0.07, 0.10, 0.12, -0.36]
}

=====

7.
{
  "formula": "C2H5NO3",
  "method": "ωB97M-V/def2-TZVPD",
  "charge": 0,
  "lumo_energy_ev": [-0.1, -0.1],
  "homo_lumo_gap_ev": [8.65, 8.65],
  "multiplicity": 1,
  "de_lowest_kcal_mol": 134.4,
  "smiles": "O=[NH+][O-].C=CO",
  "mol_weight_g_mol": 91.07,
  "e_homo_ev": [-8.75, -8.75],
  "symbols": ["O", "H", "C", "H", "O", "N", "H", "H", "C", "O", "H"],
  "xyz": [[0.037, 0.119, 1.766], [-0.476, -1.972, -0.423], [-0.221, -0.959, -0.694], [0.282, -0.833, -1.644], [-0.769, 1.359, -0.572], [1.179, 0.267, 1.242], [-1.902, -0.056, 0.375], [-0.059, 1.388, -1.225], [-0.982, 0.073, -0.171], [1.545, -0.629, 0.413], [1.366, 1.242, 0.934]],
  "forces_ev_per_angstrom": [[1.376, 0.146, 0.211], [0.114, 0.024, 0.133], [-1.300, 0.804, 0.141], [0.312, 0.132, 0.199], [-0.023, -0.049, 0.191], [-1.903, -0.930, -1.738], [0.208, 0.042, 0.237], [-0.054, -0.112, -0.032], [0.539, -0.676, -1.046], [0.466, 0.797, 1.314], [0.263, -0.177, 0.389]],
  "lowdin_charge": [-0.04, 0.08, 0.01, 0.08, 0.01, -0.24, 0.13, 0.11, -0.26, -0.05, 0.17]
}

=====

8.
{
  "formula": "C2H5NO3",
  "method": "ωB97M-V/def2-TZVPD",
  "charge": 0,
  "lumo_energy_ev": 0.1,
  "homo_lumo_gap_ev": 9.87,
  "multiplicity": 1,
  "de_lowest_kcal_mol": 125.2,
  "mol_weight_g_mol": 91.07,
  "e_homo_ev": -9.76,
  "symbols": ["H", "H", "C", "H", "H", "O", "H", "C", "O", "O", "N"],
  "xyz": [[-0.290, 1.517, 1.386], [0.423, -1.218, -1.440], [0.855, 0.292, -0.436], [-1.404, -0.494, 1.209], [1.611, 1.011, -0.134], [1.183, -0.556, -1.379], [0.565, -0.629, 0.789], [-0.815, -0.680, 0.301], [-0.949, -1.659, -0.448], [-0.671, 1.755, 0.519], [-0.508, 0.662, -0.367]],
  "forces_ev_per_angstrom": [[0.018, -0.085, -0.095], [0.125, 0.275, -0.021], [-0.429, -0.739, 0.778], [0.477, -0.139, 0.273], [-0.017, -0.129, 0.127], [-0.081, -0.166, 0.051], [0.669, 0.452, -0.131], [-0.700, 0.475, -1.204], [0.294, 0.500, 0.510], [0.117, -0.506, -0.056], [-0.473, 0.061, -0.231]],
  "lowdin_charge": [0.09, 0.12, -0.24, 0.15, 0.16, 0.07, 0.19, -0.36, -0.02, -0.03, -0.13]
}

=====

9.
{
  "formula": "C2H5NO3S",
  "method": "ωB97M-V/def2-TZVPD",
  "charge": 0,
  "lumo_energy_ev": 0.7,
  "homo_lumo_gap_ev": 10.02,
  "multiplicity": 1,
  "de_lowest_kcal_mol": 74.8,
  "mol_weight_g_mol": 123.13,
  "e_homo_ev": -9.30,
  "symbols": ["H", "C", "H", "N", "H", "O", "O", "S", "H", "C", "H", "O"],
  "xyz": [[0.275, -1.287, -2.104], [0.564, -1.115, 2.642], [0.839, -2.231, 2.644], [-1.276, 1.216, -1.238], [-1.817, 1.117, -2.100], [0.678, 0.922, -2.864], [1.056, 0.548, 1.008], [0.354, 0.828, -1.449], [-0.035, -0.947, 3.631], [0.771, -0.241, 1.779], [-1.563, 2.045, -0.678], [0.155, -0.856, -1.271]],
  "forces_ev_per_angstrom": [[0.251, -0.141, -1.243], [-2.020, -5.255, 5.874], [-0.171, 2.144, -0.766], [-0.281, 0.575, 0.045], [0.205, 0.014, 0.336], [-0.117, 0.313, -0.444], [0.465, 1.834, -0.845], [-0.938, -1.130, -0.737], [1.149, 0.321, -2.193], [0.726, 0.785, -1.019], [0.838, -0.956, -0.669], [-0.107, 1.495, 1.661]],
  "lowdin_charge": [0.03, -0.01, 0.10, -0.19, 0.06, -0.48, 0.08, 0.87, 0.11, -0.35, 0.07, -0.30]
}

=====

10.
{
  "formula": "C2H5NO3S",
  "method": "ωB97M-V/def2-TZVPD",
  "charge": 0,
  "lumo_energy_ev": 0.5,
  "homo_lumo_gap_ev": 10.18,
  "multiplicity": 1,
  "de_lowest_kcal_mol": 52.4,
  "smiles": "NC(O)(O)C(=O)S",
  "mol_weight_g_mol": 123.13,
  "e_homo_ev": -9.65,
  "symbols": ["N", "O", "H", "O", "H", "H", "C", "S", "H", "C", "H", "O"],
  "xyz": [[-1.198, 0.240, -1.031], [-1.487, -1.030, 0.890], [-1.006, 0.977, 1.712], [-0.287, 0.990, 1.054], [-1.352, 1.208, -1.149], [3.515, -0.062, 0.384], [1.208, -0.360, -0.123], [2.239, 0.285, 1.086], [-1.868, -1.534, 0.095], [-0.451, -0.054, 0.216], [-0.744, 0.003, -1.885], [1.432, -0.664, -1.249]],
  "forces_ev_per_angstrom": [[0.814, -0.447, 0.902], [2.518, 0.288, -2.071], [0.133, 0.066, -0.313], [-1.163, 0.698, 1.200], [-0.327, 1.353, 0.470], [-2.447, 0.514, 1.175], [-3.708, 0.162, -0.926], [3.075, -0.568, -0.385], [0.791, 1.290, 1.680], [-1.581, -1.838, -0.945], [0.877, -0.806, -0.367], [1.018, -0.710, -0.421]],
  "lowdin_charge": [0.10, -0.07, 0.13, -0.05, 0.07, 0.00, -0.73, 0.87, 0.11, -0.51, 0.06, 0.02]
}

=====

11.
{
  "formula": "C2H5NO3S",
  "method": "ωB97M-V/def2-TZVPD",
  "charge": 0,
  "lumo_energy_ev": [-0.3, -0.2],
  "homo_lumo_gap_ev": [8.49, 8.01],
  "multiplicity": 1,
  "de_lowest_kcal_mol": 121.8,
  "mol_weight_g_mol": 123.13,
  "e_homo_ev": [-8.74, -8.25],
  "symbols": ["C", "O", "H", "O", "N", "H", "O", "C", "S", "H", "H", "H"],
  "xyz": [[-0.196, 0.509, 0.622], [-1.850, -1.310, -0.034], [-0.068, -2.193, 0.732], [-2.060, 0.738, -1.407], [0.611, 1.167, -0.212], [-0.006, 0.655, 1.691], [-2.982, 0.653, 0.925], [-0.524, -1.776, -0.179], [-1.978, 0.300, -0.009], [1.035, 2.061, -0.013], [-0.244, -1.936, -1.155], [0.256, 0.805, -1.065]],
  "forces_ev_per_angstrom": [[-0.502, -1.385, 0.398], [-0.199, -0.924, 0.195], [-0.506, -0.140, -0.860], [0.445, -0.293, 2.032], [-0.171, -0.517, 0.382], [-0.671, -0.159, -0.195], [-0.542, 0.243, 0.287], [-0.998, 2.854, 3.691], [1.525, -0.508, -1.476], [-0.136, -0.066, -0.418], [0.866, -0.431, -1.968], [0.889, 1.327, -2.069]],
  "lowdin_charge": [-0.22, -0.32, 0.08, -0.30, 0.03, 0.10, -0.27, 0.00, 0.66, 0.12, 0.05, 0.07]
}

=====

12.
{
  "formula": "C2H5NO4S",
  "method": "ωB97M-V/def2-TZVPD",
  "charge": 0,
  "lumo_energy_ev": 0.7,
  "homo_lumo_gap_ev": 10.87,
  "multiplicity": 1,
  "de_lowest_kcal_mol": 27.4,
  "mol_weight_g_mol": 139.13,
  "e_homo_ev": -10.20,
  "symbols": ["C", "C", "O", "N", "H", "H", "O", "H", "H", "O", "S", "O", "H"],
  "xyz": [[2.547, 0.953, 0.583], [-1.545, 0.117, 0.549], [-0.056, 1.582, -1.040], [-1.527, -0.918, -0.464], [-2.541, -0.937, -0.828], [-1.810, -0.230, 1.558], [1.624, 1.202, 1.328], [3.695, 0.994, 0.925], [1.613, 0.719, -1.138], [-2.258, 1.278, 0.174], [-0.609, 1.630, 0.300], [2.463, 0.580, -0.723], [-0.954, -0.499, -1.157]],
  "forces_ev_per_angstrom": [[1.358, -0.204, -0.278], [-0.743, -0.885, 0.236], [0.672, 0.007, -1.044], [-1.918, 0.592, 1.173], [2.164, -0.068, 0.467], [0.398, 0.167, -0.339], [1.100, -0.271, -0.661], [-2.457, -0.176, -0.799], [-1.210, 0.348, 0.182], [0.073, 0.903, 0.217], [-1.722, -0.624, 0.663], [1.830, 0.181, 1.697], [0.453, 0.032, -1.514]],
  "lowdin_charge": [-0.34, -0.53, -0.47, 0.04, 0.13, 0.12, -0.05, 0.18, 0.05, -0.29, 1.05, 0.06, 0.03]
}